Molecular formula: C87H206B4F16N10O11
Method: DFT, wB97M-V/def2-TZVPD

Cartesian coordinates (Å):
C 5.753 -0.298 5.409
C 5.469 -0.012 6.913
N 3.999 0.346 7.126
C 3.187 -0.904 6.992
C 3.781 0.908 8.514
C 3.954 0.005 9.665
C 3.652 1.424 6.122
C 2.551 2.437 6.412
O 1.297 1.785 6.449
C 0.261 2.731 6.594
H 5.055 -0.977 4.998
H 6.725 -0.686 5.269
H 5.766 0.636 4.827
H 6.020 0.886 7.170
H 5.675 -0.821 7.578
H 3.422 -1.507 7.830
H 3.270 -1.423 6.064
H 2.133 -0.723 7.099
H 2.807 1.465 8.515
H 4.585 1.642 8.569
H 3.957 0.667 10.523
H 4.920 -0.505 9.722
H 3.173 -0.692 9.760
H 3.271 0.942 5.178
H 4.651 1.916 5.911
H 2.551 2.988 5.482
H 2.679 3.119 7.250
H -0.686 2.091 6.610
H 0.215 3.431 5.698
H 0.340 3.245 7.522
C 3.948 -4.090 0.399
C 3.111 -3.813 1.685
N 3.020 -5.019 2.550
C 4.388 -5.381 3.110
C 2.115 -4.675 3.742
C 2.667 -3.665 4.758
C 2.335 -6.217 1.868
C 2.613 -7.640 2.399
O 2.545 -7.654 3.794
C 3.068 -8.933 4.242
H 4.997 -4.182 0.533
H 3.797 -3.277 -0.285
H 3.660 -4.971 -0.167
H 2.078 -3.601 1.311
H 3.275 -2.926 2.291
H 4.288 -6.008 3.937
H 4.900 -4.424 3.282
H 4.944 -5.837 2.314
H 1.784 -5.674 4.191
H 1.262 -4.247 3.247
H 1.895 -3.339 5.482
H 2.956 -2.811 4.085
H 3.447 -4.045 5.374
H 2.640 -6.087 0.786
H 1.276 -5.962 1.898
H 3.600 -8.015 2.066
H 1.856 -8.286 1.948
H 4.139 -8.867 4.001
H 2.578 -9.781 3.676
H 2.838 -8.969 5.323
C -3.868 -3.638 -1.177
C -5.338 -3.339 -1.126
N -5.898 -3.324 0.272
C -5.291 -2.258 1.087
C -7.437 -3.064 0.174
C -7.810 -1.652 -0.112
C -5.730 -4.696 0.908
C -6.431 -5.096 2.175
O -6.097 -4.131 3.179
C -6.237 -4.670 4.499
H -3.219 -3.145 -0.413
H -3.422 -3.395 -2.092
H -3.744 -4.720 -0.953
H -5.773 -4.126 -1.751
H -5.697 -2.341 -1.513
H -5.395 -1.343 0.543
H -4.309 -2.610 1.367
H -5.894 -2.253 2.008
H -7.723 -3.341 1.183
H -7.801 -3.752 -0.599
H -7.999 -1.066 0.780
H -8.764 -1.760 -0.717
H -7.162 -1.130 -0.805
H -4.655 -4.690 0.998
H -6.060 -5.430 0.181
H -5.992 -6.121 2.377
H -7.546 -5.194 2.131
H -5.775 -3.916 5.127
H -5.546 -5.524 4.639
H -7.278 -4.926 4.720
C -6.427 3.425 -0.087
C -6.528 3.660 1.420
N -5.993 2.551 2.297
C -4.576 2.243 1.947
C -5.967 3.094 3.777
C -7.369 3.502 4.285
C -6.858 1.303 2.123
C -6.983 0.317 3.328
O -5.690 -0.093 3.666
C -5.665 -1.035 4.715
H -5.410 3.183 -0.403
H -6.740 4.383 -0.554
H -7.117 2.634 -0.452
H -7.576 3.963 1.616
H -5.878 4.488 1.736
H -4.164 3.184 1.472
H -4.455 1.442 1.227
H -4.099 2.039 2.885
H -5.285 3.947 3.777
H -5.436 2.330 4.399
H -7.220 3.806 5.347
H -8.008 2.641 4.208
H -7.833 4.319 3.777
H -6.554 0.719 1.237
H -7.793 1.804 1.977
H -7.683 -0.491 2.997
H -7.480 0.891 4.122
H -5.912 -0.584 5.682
H -4.616 -1.218 4.854
H -6.232 -1.957 4.531
C -3.011 -1.426 -5.296
C -2.701 0.006 -5.580
N -1.375 0.464 -5.060
C -1.055 -0.092 -3.681
C -0.289 -0.012 -5.976
C 1.150 0.449 -5.531
C -1.431 1.995 -5.167
C -2.344 2.682 -4.109
O -3.724 2.816 -4.449
C -4.432 3.594 -3.436
H -3.566 -1.885 -6.124
H -3.470 -1.478 -4.326
H -2.135 -2.024 -5.340
H -3.447 0.639 -5.211
H -2.609 0.110 -6.688
H -1.953 -0.097 -3.037
H -0.259 0.486 -3.250
H -0.617 -1.068 -3.745
H -0.519 0.494 -6.910
H -0.343 -1.083 -6.038
H 1.841 -0.002 -6.162
H 1.469 0.099 -4.566
H 1.313 1.592 -5.530
H -1.658 2.137 -6.208
H -0.447 2.376 -4.902
H -1.840 3.586 -4.017
H -2.201 2.242 -3.142
H -5.470 3.255 -3.494
H -4.279 4.652 -3.641
H -4.177 3.370 -2.385
C 1.369 -9.135 -7.641
C 1.015 -7.636 -7.736
N -0.466 -7.219 -7.722
C -0.360 -5.734 -7.903
C -1.242 -7.829 -8.847
C -0.643 -7.887 -10.191
C -1.137 -7.463 -6.435
C -0.629 -6.620 -5.269
O -0.125 -7.585 -4.347
C 0.629 -6.929 -3.295
H 2.432 -9.354 -7.895
H 0.822 -9.705 -8.385
H 1.332 -9.691 -6.715
H 1.436 -7.146 -8.642
H 1.440 -6.984 -6.926
H 0.243 -5.265 -7.159
H -1.346 -5.306 -7.899
H 0.073 -5.614 -8.918
H -2.281 -7.453 -8.866
H -1.283 -8.840 -8.530
H -1.329 -8.372 -10.869
H 0.356 -8.388 -10.169
H -0.526 -6.890 -10.566
H -0.915 -8.501 -6.207
H -2.162 -7.274 -6.719
H -1.387 -6.032 -4.818
H 0.156 -5.942 -5.502
H 0.743 -7.594 -2.406
H 0.170 -5.956 -3.056
H 1.637 -6.749 -3.742
C -4.704 8.963 0.843
C -4.138 8.281 2.130
N -2.858 8.833 2.588
C -2.926 10.360 3.007
C -2.200 8.093 3.732
C -3.159 7.676 4.909
C -1.817 8.935 1.451
C -1.336 7.611 0.923
O -2.281 7.114 -0.005
C -1.735 5.976 -0.664
H -3.929 8.904 0.047
H -4.938 10.013 1.028
H -5.675 8.562 0.547
H -4.021 7.215 1.872
H -4.784 8.436 2.988
H -2.901 11.110 2.139
H -2.077 10.447 3.684
H -3.858 10.544 3.542
H -1.286 8.682 3.876
H -1.865 7.114 3.328
H -4.093 7.350 4.421
H -3.453 8.386 5.675
H -2.666 6.817 5.400
H -0.936 9.375 1.833
H -2.198 9.475 0.649
H -1.144 6.802 1.641
H -0.313 7.810 0.489
H -0.660 6.060 -0.846
H -2.175 5.949 -1.698
H -2.018 5.114 -0.142
C 8.398 7.193 -0.884
C 7.177 6.367 -1.163
C 6.247 6.407 0.007
N 5.050 5.349 -0.094
C 4.022 5.667 1.021
C 3.216 6.975 0.968
C 2.540 7.030 -0.431
C 3.534 6.789 -1.563
C 4.292 5.503 -1.406
C 5.478 3.864 0.125
H 8.075 8.224 -0.611
H 9.161 7.193 -1.674
H 8.897 6.796 0.039
H 7.573 5.391 -1.414
H 6.783 6.716 -2.129
H 5.675 7.362 0.099
H 6.816 6.173 0.916
H 4.564 5.527 1.957
H 3.274 4.878 1.092
H 3.826 7.852 1.184
H 2.439 6.841 1.723
H 2.105 8.015 -0.553
H 1.773 6.269 -0.532
H 4.326 7.586 -1.602
H 3.038 6.684 -2.559
H 4.958 5.290 -2.239
H 3.656 4.675 -1.402
H 5.995 3.655 1.064
H 6.046 3.600 -0.747
H 4.532 3.251 0.158
C 0.791 -2.599 -1.105
C -0.186 -1.455 -0.603
C 0.016 -1.287 0.858
N -0.873 -0.210 1.528
C -0.742 -0.188 2.996
C 0.645 0.218 3.393
C 1.084 1.566 2.825
C 0.810 1.815 1.349
C -0.581 1.263 0.981
C -2.324 -0.603 1.274
H 0.735 -2.879 -2.151
H 0.696 -3.496 -0.438
H 1.831 -2.247 -0.983
H -1.287 -1.773 -0.790
H 0.047 -0.558 -1.167
H 1.053 -1.099 1.033
H -0.291 -2.266 1.239
H -0.872 -1.228 3.359
H -1.574 0.541 3.398
H 1.212 -0.551 2.952
H 0.767 0.207 4.489
H 2.161 1.752 3.076
H 0.454 2.333 3.305
H 1.612 1.358 0.682
H 0.716 2.920 1.289
H -0.626 1.215 -0.130
H -1.335 1.930 1.438
H -2.589 -0.518 0.240
H -3.002 -0.029 1.900
H -2.291 -1.593 1.653
C 7.233 -1.837 -7.354
C 6.100 -1.815 -6.292
C 6.584 -0.915 -5.178
N 5.908 -0.788 -3.805
C 6.811 0.092 -2.925
C 6.247 0.475 -1.546
C 4.917 1.144 -1.816
C 3.966 0.260 -2.538
C 4.574 -0.131 -3.909
C 5.767 -2.154 -3.221
H 8.020 -2.455 -6.987
H 7.508 -0.858 -7.627
H 6.778 -2.350 -8.206
H 6.088 -2.881 -5.944
H 5.088 -1.572 -6.642
H 6.701 0.143 -5.456
H 7.600 -1.266 -4.853
H 6.969 1.058 -3.413
H 7.855 -0.295 -2.841
H 7.047 1.174 -1.057
H 6.033 -0.399 -0.919
H 5.044 2.105 -2.278
H 4.454 1.491 -0.897
H 2.963 0.667 -2.753
H 3.709 -0.738 -2.050
H 4.670 0.766 -4.478
H 3.945 -0.915 -4.444
H 6.717 -2.686 -3.361
H 4.977 -2.622 -3.719
H 5.464 -1.991 -2.212
C -1.731 -6.148 1.714
C -1.429 -4.676 1.716
O -0.142 -4.494 1.818
O -2.335 -3.854 1.450
H -2.045 -6.385 2.688
H -0.847 -6.634 1.386
H -2.503 -6.344 1.019
C -5.110 0.434 -2.957
C -4.498 0.065 -1.560
O -5.064 0.536 -0.511
O -3.555 -0.749 -1.611
H -5.379 -0.473 -3.462
H -4.305 0.907 -3.545
H -5.900 1.122 -2.962
B 1.878 -3.555 -4.914
F 2.642 -3.552 -3.711
F 1.879 -4.781 -5.594
F 0.517 -3.176 -4.537
F 2.408 -2.600 -5.813
B 4.356 -0.463 1.636
F 3.457 -0.870 0.647
F 3.856 -0.633 2.918
F 5.540 -1.269 1.482
F 4.595 0.898 1.428
B 1.645 3.321 -2.346
F 0.500 2.738 -3.004
F 2.018 2.409 -1.301
F 2.712 3.502 -3.210
F 1.290 4.549 -1.741
B -2.196 4.277 3.313
F -3.254 5.171 2.949
F -2.714 3.219 4.112
F -1.623 3.800 2.189
F -1.239 4.991 4.185

## Properties
net charge = +4
F_max = 3.61 eV/Å
Kohn-Sham gap = 8.624 eV